Density functional theory data (wB97M-V/def2-TZVPD) for a structure of composition C23H15GaN3O2Se in a non-equilibrium geometry.

Its molar mass is 514.07 g mol⁻¹. The HOMO-LUMO gap (alpha / beta) is 4.08 / 3.53 eV. As for the energy relative to the best compared isomer or geometry (same formula, charge and spin): 0.287 eV. The calculation puts the total energy at -150380.37776 eV. As for the charge: -1. The calculation puts the maximum force at 0.0627 hartree/bohr.

Last column: Mulliken charge in e.
Atoms and positions in Å:
Se: -1.280 -2.610 2.962  0.19
Ga: -1.483 -1.122 0.060  0.22
O: -1.830 -2.820 -0.705  -0.44
O: -0.842 -4.759 -1.491  -0.68
N: -1.454 -1.609 4.470  -0.95
N: -1.497 -1.063 1.962  0.25
N: 0.542 -1.770 -0.232  0.10
C: 2.931 -1.580 -0.817  0.78
C: -0.773 -3.620 -1.023  0.51
C: -1.948 0.246 -1.142  -2.37
C: 1.682 -1.008 -0.271  0.45
C: -1.851 0.051 2.761  0.81
C: -1.452 1.170 -2.012  1.87
C: 4.093 -0.724 -0.784  -0.66
C: -2.050 0.631 5.216  -0.64
C: -0.783 2.401 -1.758  -0.26
C: 2.811 1.104 0.103  -0.44
C: -0.250 3.080 -2.834  -0.58
C: -1.021 1.311 -4.373  -0.28
C: -2.095 1.391 2.375  -0.19
C: 2.898 -2.912 -1.246  -0.64
C: 4.032 0.621 -0.415  -0.69
C: 1.659 0.332 0.163  -0.17
C: -2.458 1.877 4.767  -0.47
C: -1.752 -0.330 4.208  0.41
C: -1.556 0.615 -3.316  -0.77
C: 1.736 -3.637 -1.122  -0.78
C: 0.552 -3.029 -0.703  0.37
C: -2.405 2.254 3.398  -0.63
C: -0.294 2.495 -4.138  -0.58
H: 4.902 1.245 -0.290  0.36
H: -2.044 -0.369 -3.445  0.33
H: 5.052 -1.128 -1.075  0.38
H: 3.731 -3.500 -1.595  0.40
H: -0.647 2.803 -0.757  0.35
H: -1.155 0.861 -5.343  0.35
H: 1.757 -4.686 -1.373  0.49
H: 0.289 2.958 -4.940  0.31
H: 2.764 2.110 0.528  0.36
H: -2.476 3.312 3.197  0.37
H: -2.907 2.582 5.427  0.37
H: 0.782 0.744 0.698  0.20
H: -2.022 0.375 6.288  0.38
H: -2.088 1.670 1.288  0.24
H: 0.201 4.037 -2.672  0.39